The following is a quantum chemistry calculation of a single C8H8ClO3P molecule at a distorted geometry, from the OMol25 dataset.

ORCA input file:
```
! wB97M-V def2-TZVPD RIJCOSX def2/J DEFGRID3
* xyz 0 1
O -2.8705 -1.3102 2.2028
Cl -2.4752 -0.3216 -1.8987
O -0.5274 -1.9963 0.8224
O -1.2761 0.4999 1.4456
C 1.5499 -1.2783 -0.3168
C 0.2555 -0.9478 0.3631
C 2.2962 -0.2106 -0.8084
C -0.2133 0.3823 0.5386
C 1.8252 1.9199 0.5369
C 1.7673 1.1861 -0.8686
C 0.4952 1.5168 -0.1151
C -2.9548 -1.1987 -0.4133
P -1.8726 -1.0118 1.1591
H 1.9893 -2.2753 -0.4188
H 3.1282 -0.5145 -1.3575
H 2.0831 1.4271 1.4580
H 1.8881 3.0790 0.5538
H 1.9622 1.7875 -1.7816
H -0.2064 2.3687 -0.3172
H -2.8401 -2.2568 -0.5870
H -4.0038 -0.8454 -0.1973
*
```

Its HOMO energy is -8.146 eV. As for the LUMO energy: 0.22 eV. As for the energy relative to the best compared isomer or geometry (same formula, charge and spin): 7.5 kcal per mole. For the HOMO-LUMO gap, the calculation gives 8.36 eV.

Taken from the Löwdin analysis, the atomic charges in e are: number 1, O, carries -0.274; number 2, Cl, carries 0.519; number 3, O, carries -0.092; number 4, O, carries -0.062; number 5, C, carries 0.027; number 6, C, carries -0.270; number 7, C, carries -0.039; number 8, C, carries -0.265; number 9, C, carries -0.047; number 10, C, carries -0.176; number 11, C, carries -0.198; number 12, C, carries -0.586; number 13, P, carries 0.622; number 14, H, carries 0.113; number 15, H, carries 0.079; number 16, H, carries 0.105; number 17, H, carries 0.129; number 18, H, carries 0.145; number 19, H, carries 0.161; number 20, H, carries 0.037; number 21, H, carries 0.070

---

The following is a quantum chemistry calculation of a molecular structure, C30H29BiF5N5O2Se3, from the OMol25 dataset.

ORCA input file:
```
! wB97M-V def2-TZVPD RIJCOSX def2/J DEFGRID3
* xyz 0 1
Bi 0.4289 0.0332 0.4638
C 0.3743 3.0917 -1.4205
N -0.4593 1.8937 -1.3693
C -1.8562 2.1898 -0.9627
C -1.9295 2.9367 0.3435
C -2.3517 4.1996 0.4309
C -2.3491 4.9061 1.7150
C -1.9709 4.2965 2.8360
C -1.6370 2.8414 2.8195
N -1.4642 2.2042 1.4781
C -0.4359 1.1958 -2.6581
C -1.0030 -0.2088 -2.6297
C -1.7425 -0.7024 -3.7974
C -2.3810 -1.8683 -3.7117
C -2.2800 -2.7427 -2.5006
C -1.1295 -2.3231 -1.5820
N -0.7702 -0.9188 -1.6042
C 1.7400 2.9413 -0.7848
C 2.7927 3.7321 -1.2234
C 3.9913 3.7122 -0.5316
C 4.1054 2.9002 0.5859
C 3.0296 2.1101 0.9368
N 1.8728 2.1263 0.2675
H 0.4883 3.4619 -2.4454
H -0.1265 3.8840 -0.8606
H -2.3561 2.7967 -1.7283
H -2.3945 1.2449 -0.8801
H -2.6807 4.7176 -0.4594
H -2.6270 5.9520 1.7245
H -1.9195 4.8151 3.7842
H -0.8039 2.5992 3.4824
H -0.9428 1.7907 -3.4306
H 0.6112 1.0898 -2.9652
H -1.8324 -0.0680 -4.6690
H -3.0226 -2.2136 -4.5137
H -2.0715 -3.7594 -2.8424
H -0.2213 -2.8657 -1.8540
H 2.6603 4.3604 -2.0941
H 4.8224 4.3222 -0.8597
H 5.0163 2.8604 1.1657
H 3.0752 1.4207 1.7747
O 5.4654 -1.7971 2.4699
C 4.6122 -1.5959 1.3401
C 3.4962 -2.6304 1.3826
C 4.1088 -4.0526 1.4640
O 4.6443 -4.4033 2.7172
C 2.5955 -2.4515 2.6007
Se 1.5886 -0.7719 2.8161
C 2.7088 -2.6427 0.0646
Se 2.4581 -0.9485 -0.9177
H 6.1948 -1.1736 2.4260
H 5.1756 -1.7135 0.4064
H 4.1852 -0.5908 1.3594
H 4.8636 -4.1376 0.6690
H 3.3248 -4.7837 1.2528
H 5.2762 -3.7118 2.9545
H 3.1894 -2.5111 3.5086
H 1.8648 -3.2590 2.6355
H 1.7296 -3.0934 0.2316
H 3.2241 -3.2654 -0.6685
F -6.5742 -2.5137 -1.2164
C -5.6043 -1.6485 -0.7292
C -4.8358 -2.1494 0.4168
F -4.3088 -1.2080 1.2211
C -4.4394 -3.5182 0.6378
F -5.3439 -4.4871 0.2113
C -3.4018 -3.1800 -0.2936
Se -1.5850 -2.9023 0.2279
C -3.6116 -2.8822 -1.7551
F -4.3628 -3.8270 -2.4456
C -4.4002 -1.6499 -1.4561
F -3.5976 -0.5385 -1.3990
N -2.7218 1.8852 3.0020
C -2.6621 1.3420 1.7976
H -3.5066 1.8553 3.6378
*
```

Its HOMO energy is -6.248 eV. As for the LUMO energy: -0.77 eV. As for the energy relative to the best compared isomer or geometry (same formula, charge and spin): 206.9 kcal per mole. For the HOMO-LUMO gap, the calculation gives 5.48 eV.

Taken from the Löwdin analysis, the atomic charges in e are: number 1, Bi, carries 1.249; number 2, C, carries -0.121; number 3, N, carries -0.228; number 4, C, carries -0.117; number 5, C, carries -0.287; number 6, C, carries -0.028; number 7, C, carries -0.058; number 8, C, carries -0.030; number 9, C, carries -0.263; number 10, N, carries -0.075; number 11, C, carries -0.130; number 12, C, carries -0.288; number 13, C, carries -0.001; number 14, C, carries 0.014; number 15, C, carries -0.206; number 16, C, carries -0.532; number 17, N, carries -0.116; number 18, C, carries -0.248; number 19, C, carries -0.010; number 20, C, carries -0.038; number 21, C, carries -0.038; number 22, C, carries -0.166; number 23, N, carries -0.043; number 24, H, carries 0.132; number 25, H, carries 0.127; number 26, H, carries 0.140; number 27, H, carries 0.102; number 28, H, carries 0.115; number 29, H, carries 0.107; number 30, H, carries 0.105; number 31, H, carries 0.144; number 32, H, carries 0.131; number 33, H, carries 0.135; number 34, H, carries 0.111; number 35, H, carries 0.132; number 36, H, carries 0.164; number 37, H, carries 0.103; number 38, H, carries 0.119; number 39, H, carries 0.115; number 40, H, carries 0.112; number 41, H, carries 0.046; number 42, O, carries -0.054; number 43, C, carries -0.244; number 44, C, carries -0.576; number 45, C, carries -0.220; number 46, O, carries -0.046; number 47, C, carries -0.517; number 48, Se, carries 0.462; number 49, C, carries -0.512; number 50, Se, carries 0.543; number 51, H, carries 0.101; number 52, H, carries 0.127; number 53, H, carries 0.062; number 54, H, carries 0.131; number 55, H, carries 0.134; number 56, H, carries 0.073; number 57, H, carries 0.059; number 58, H, carries 0.074; number 59, H, carries 0.052; number 60, H, carries 0.064; number 61, F, carries -0.021; number 62, C, carries -0.161; number 63, C, carries -0.236; number 64, F, carries 0.042; number 65, C, carries -0.235; number 66, F, carries -0.035; number 67, C, carries -0.403; number 68, Se, carries 1.072; number 69, C, carries -0.384; number 70, F, carries 0.059; number 71, C, carries -0.127; number 72, F, carries 0.045; number 73, N, carries 0.085; number 74, C, carries 0.062; number 75, H, carries 0.146

---

The following is a quantum chemistry calculation of 2 unconnected molecules or ions with the total composition C6H6Cl2O at a distorted geometry, from the OMol25 dataset.

ORCA input file:
```
! wB97M-V def2-TZVPD RIJCOSX def2/J DEFGRID3
* xyz 0 1
C 1.5378 0.0005 -0.2446
C 0.6963 1.0201 -0.3930
Cl 0.0868 1.9343 0.9384
C 0.2301 1.4311 -1.7472
O -0.5282 2.3394 -1.9683
H 1.8877 -0.5381 -1.1221
H 1.8959 -0.3230 0.7264
H 0.6557 0.8061 -2.5603
C -0.9940 -1.7381 -0.6523
C -0.9352 -1.1529 0.3958
C -0.8594 -0.4234 1.6546
Cl -1.1345 -1.4815 3.0766
H -1.0486 -2.2654 -1.5800
H -1.6145 0.3628 1.6929
H 0.1241 0.0281 1.7831
*
```

Its HOMO energy is -9.793 eV. As for the LUMO energy: -0.19 eV. Its SMILES is C=C(Cl)C=O.C#CCCl. As for the energy relative to the best compared isomer or geometry (same formula, charge and spin): 97.7 kcal per mole. For the HOMO-LUMO gap, the calculation gives 9.60 eV.

Taken from the Löwdin analysis, the atomic charges in e are: number 1, C, carries 0.008; number 2, C, carries -0.683; number 3, Cl, carries 0.796; number 4, C, carries -0.294; number 5, O, carries 0.054; number 6, H, carries 0.089; number 7, H, carries 0.088; number 8, H, carries 0.129; number 9, C, carries 0.126; number 10, C, carries -0.229; number 11, C, carries -0.706; number 12, Cl, carries 0.554; number 13, H, carries 0.043; number 14, H, carries 0.051; number 15, H, carries -0.027

---

The following is a quantum chemistry calculation of a single C5H6O molecule, from the OMol25 dataset.

ORCA input file:
```
! wB97M-V def2-TZVPD RIJCOSX def2/J DEFGRID3
* xyz 0 1
C -2.8000 0.3127 0.2279
C -1.7107 -0.1989 0.1917
C -0.3763 -0.6265 -0.2051
C 0.6886 0.4199 0.1743
C 2.0953 0.0124 -0.1832
O 2.3970 -1.0768 -0.6085
H -3.7211 0.7314 0.5436
H -0.5569 -0.7528 -1.2764
H -0.0630 -1.6161 0.1417
H 0.4780 1.4053 -0.2614
H 0.6931 0.6031 1.2631
H 2.8761 0.7861 -0.0077
*
```

Its HOMO energy is -9.889 eV. As for the LUMO energy: 0.88 eV. Its SMILES is C#CCCC=O. As for the energy relative to the best compared isomer or geometry (same formula, charge and spin): 46.1 kcal per mole. For the HOMO-LUMO gap, the calculation gives 10.77 eV.

Taken from the Löwdin analysis, the atomic charges in e are: number 1, C, carries 0.106; number 2, C, carries -0.160; number 3, C, carries -0.214; number 4, C, carries -0.158; number 5, C, carries -0.266; number 6, O, carries 0.051; number 7, H, carries 0.019; number 8, H, carries 0.128; number 9, H, carries 0.120; number 10, H, carries 0.123; number 11, H, carries 0.129; number 12, H, carries 0.122